Entry 1:
30
Properties=species:S:1:pos:R:3 method="wB97M-V/def2-TZVPD" orbital_gap_ev=9.145 lumo_ha=-0.023 spin_multiplicity=1 smiles=O.O.O.O.O.O.O.O.O.O total_charge=0
O 2.4006 0.2595 -1.7394
H 1.5036 1.0955 1.1126
H 2.5036 0.7475 0.0746
H 1.7246 0.9325 -1.6014
O -0.1334 -2.2505 1.3336
H 0.7516 1.8475 2.8806
O -2.0744 2.4985 -2.6054
H -0.7734 -1.3005 -2.4264
H -1.7714 -0.3615 -3.1824
O 0.0466 1.9725 2.2326
H -0.4444 -0.1065 -0.8964
H 0.6626 -3.1125 -1.1544
H -0.5984 -2.6845 -0.4484
H 0.3066 -3.0915 1.1736
O 1.5596 -0.8785 2.8996
H -0.4934 1.2575 2.4706
O -2.3154 1.6815 0.0886
H 0.0426 -0.8025 0.4376
O -0.0654 -0.0015 -0.0414
H -2.2694 2.0895 0.9056
H -2.8664 2.9995 -2.7014
O -1.0494 -0.3765 -2.5524
H 1.6976 -1.4545 3.6456
H -1.9704 2.2665 -1.6894
H 3.1196 0.7085 -2.1814
O -0.2074 -2.7435 -1.3204
O 2.4326 1.2205 0.9086
H 0.7696 -1.0845 2.4866
H -0.9964 -2.5045 1.7836
H -1.4924 1.1765 0.1076

=====

Entry 2:
30
Properties=species:S:1:pos:R:3 method="wB97M-V/def2-TZVPD" orbital_gap_ev="9.744 / 3.186" s_squared=0.759 lumo_ha="-0.145 / -0.384" spin_multiplicity=2 total_charge=+1
H -1.1204 -2.7189 -0.4473
O -0.7863 0.5135 -4.2280
O 1.5508 2.3865 -0.1896
O -0.0620 -2.1848 2.1927
O -3.5544 -1.2978 -0.7939
O 1.1102 0.2272 -2.0324
H -3.8161 -0.4913 -1.0956
H 1.4197 -1.5564 1.2030
H 2.4815 2.7283 -0.2720
H 1.7914 0.2995 2.2061
H 1.2080 3.0397 0.4346
H 0.0861 0.9427 -4.3213
H -0.0904 2.3157 0.8094
O -0.5115 2.0892 1.6462
O -1.0863 0.5651 -0.2180
H 1.3331 1.0516 -1.6007
H -1.4128 -0.0766 0.4540
H 2.2493 -0.4583 0.3029
O 1.5218 0.9902 2.8967
O 2.1703 -0.9385 1.1748
H -0.9260 -2.0376 2.4990
H -1.5583 1.3618 0.0950
H -0.3273 -1.8978 -1.4393
H -3.9743 -1.7581 -0.0825
H 0.0075 -2.8916 1.5478
H 1.7121 0.5137 3.7325
H 0.1582 1.5727 2.1126
O -0.2159 -2.4122 -0.6484
H 0.6411 -0.1542 -1.2485
H -0.8465 0.4890 -3.2876

=====

Entry 3:
31
Properties=species:S:1:pos:R:3 method="wB97M-V/def2-TZVPD" orbital_gap_ev=10.941 lumo_ha=-0.113 spin_multiplicity=1 total_charge=+1
H -1.4153 -2.8558 1.4215
O -0.4951 0.5643 -1.7052
H 2.3936 -1.2123 -1.1850
H 2.0530 3.9146 1.3205
H 2.6417 -1.5366 0.3696
H -0.0799 -0.6199 -0.4652
O -0.4174 2.1786 1.3897
H 0.4631 1.8416 1.0171
O -3.3349 -1.6244 -2.4380
H 2.0368 -0.7895 -3.1204
H -1.8437 1.0651 2.0158
H -3.3360 -0.6796 -2.3401
O -0.7986 -3.0905 0.7317
H -3.6678 -1.9064 -1.5662
H -1.1820 1.9639 0.8190
O 1.6200 0.0765 -3.1614
H 1.1933 0.1625 -4.0421
H -1.2617 -3.7608 0.2188
H 2.9620 0.8027 1.1079
O 0.0627 -0.8678 0.5124
H -1.1234 1.0909 -2.3341
H 0.8522 -0.2709 0.8228
O 1.8183 3.0830 1.7182
H 1.1711 3.2673 2.4223
H -2.8858 0.6330 3.0595
O 2.1068 -1.7067 -0.4048
H 0.2980 0.2499 -2.2378
O -2.7479 0.7014 2.1025
O 2.0372 0.6192 1.2597
H 1.6652 1.0972 2.0304
H 0.1276 -1.8666 0.4502

=====

Entry 4:
31
Properties=species:S:1:pos:R:3 method="wB97M-V/def2-TZVPD" orbital_gap_ev=10.832 lumo_ha=-0.112 spin_multiplicity=1 total_charge=+1
H 0.2965 -2.4800 -0.5108
H -1.3767 -2.2599 1.7022
O 1.0011 -1.9534 2.5233
H -2.6555 -1.5102 0.4090
O -2.0321 1.0806 -2.0610
H 0.7497 -2.0115 -1.9085
O 3.3832 0.6816 -0.9084
H -1.8892 0.1191 -1.5788
H -1.4169 -1.1524 2.7791
O -0.4394 1.3800 -0.3271
H -2.4071 -2.0482 -0.8059
H 0.0142 0.6535 -0.0293
H 1.0914 1.6500 -3.8147
H 3.7324 0.7699 0.0154
H 1.6443 -1.9796 3.1466
H -0.9806 1.2607 -1.6346
H -3.2244 2.6236 1.3463
H -2.5611 1.3894 -1.2691
O -3.1981 1.7922 0.8105
O 0.0167 -1.8205 -1.1445
H 3.3313 0.9323 2.1413
O -2.9986 -1.4491 -0.4876
O -1.3641 -1.2202 1.7864
H -3.8807 1.3541 1.2653
O 0.8103 1.4572 -2.9902
H 1.5014 0.9282 -2.6903
O 3.9832 0.4000 1.6947
H 3.7973 -0.3069 2.2503
H 0.1982 2.0790 -0.7087
H 4.2322 0.6283 -1.5574
H 0.6411 -0.9877 2.5565

=====

Entry 5:
32
Properties=species:S:1:pos:R:3 method="wB97M-V/def2-TZVPD" orbital_gap_ev=9.051 lumo_ha=0.101 spin_multiplicity=1 total_charge=-1
H 0.7947 -1.4942 -3.1016
H -2.6345 0.2175 -0.5996
H -0.3552 1.0535 -1.8608
H -1.3139 -2.8744 2.0223
O -0.5644 -3.4662 2.0397
H -1.3658 1.4142 2.3523
H -2.9787 -0.9506 0.0990
H 3.0367 1.1219 3.0346
H 1.7479 1.3294 1.9572
H 2.1073 3.7098 -0.7357
O -3.4009 -0.0978 -0.0965
H 3.9765 0.1001 2.3379
O 1.2361 1.3966 2.7631
H -2.1160 0.7321 3.5043
H 1.0471 2.4719 -0.4878
H 1.3845 -3.0478 -0.7747
H -0.2449 2.2071 -2.6320
H -2.5482 0.9557 -3.5431
O -1.3262 0.6729 2.9613
O 0.7135 0.6959 -0.9216
H 0.6190 -0.6410 -1.9314
O 3.9042 0.6894 3.0925
H 0.5075 0.8089 2.9601
H -2.2999 -0.3252 -2.7801
O -2.9544 0.1114 -3.3209
O 1.0691 -1.5331 -2.1706
H -0.1581 -3.4775 1.1740
O -0.8881 1.4882 -2.6684
H 0.7276 0.1013 -0.1668
O 0.5711 -3.5426 -0.8616
O 1.6257 3.1899 -0.1513
H 0.0807 -3.0174 -1.4940

=====

Entry 6:
34
Properties=species:S:1:pos:R:3 method="wB97M-V/def2-TZVPD" orbital_gap_ev=10.729 lumo_ha=0.004 spin_multiplicity=1 total_charge=0
H 1.3514 9.7751 6.2234
H 0.4951 11.0177 6.1028
O 5.0727 8.6492 6.9798
H 2.5740 10.3481 8.1293
H 2.0278 8.6196 1.5183
H 4.1240 13.5733 7.2793
H 0.1937 13.9178 3.1097
H 0.8211 11.9224 3.1720
O 0.5210 10.0904 5.8668
H 3.2938 11.1988 7.1046
H 0.6868 10.8473 4.2294
H 4.5701 13.3208 5.8548
H 0.7764 13.2480 5.1631
O 6.1343 13.8593 4.5480
H 1.7943 12.7271 6.1554
H 5.1138 10.0447 -0.0487
H 1.8703 14.1125 0.3202
Ne 2.9461 11.6118 4.0324
H 1.4453 12.6747 0.5296
H 4.4046 10.2134 1.2782
O 3.8642 13.1291 6.4723
H 6.5468 13.1668 4.0316
O 5.0242 10.6460 0.6907
H 1.6413 13.8366 2.6742
H 4.9713 7.8117 6.5275
O 1.0889 13.9725 3.4441
O 0.8618 12.6974 5.9415
O 0.5562 11.0109 3.2954
O 2.0563 13.3379 0.8508
O 1.9757 9.5359 1.2465
H 1.4418 9.9562 1.9206
H 4.3324 9.1759 6.6784
O 2.9033 10.3340 7.2306
H 5.7448 14.4439 3.8977

=====

Entry 7:
33
Properties=species:S:1:pos:R:3 method="wB97M-V/def2-TZVPD" orbital_gap_ev=10.556 lumo_ha=-0.013 spin_multiplicity=1 smiles=O.O.O.O.O.O.O.O.O.O.O total_charge=0
H -29.8630 2.7101 33.4435
O -30.7498 2.3500 33.4570
H -24.8949 3.4874 29.6740
H -32.3875 -1.5492 31.5426
H -22.8628 1.9024 26.8193
H -32.1398 -0.5301 27.7245
O -26.8531 -3.4245 28.5891
O -32.7730 2.5697 30.0563
H -24.0514 1.4107 27.6178
O -30.4805 5.3661 27.6065
H -32.5271 0.9333 27.7466
H -23.2609 2.2024 33.2472
O -32.8959 -1.8737 30.7993
O -28.6756 0.6197 29.1105
O -23.7441 1.4549 32.8950
H -32.6257 2.0938 30.8737
H -28.1110 -0.0677 26.1040
H -27.9331 1.1245 29.4422
H -27.5372 -4.0892 28.6690
H -27.5444 0.0259 24.7033
H -30.7222 4.8146 28.3506
H -33.0678 -2.7918 31.0087
H -27.3235 -2.5913 28.6185
H -25.8911 3.5074 30.8138
H -31.1531 2.7344 34.2354
H -33.5840 3.0561 30.2046
O -25.6235 2.9944 30.0512
O -27.8839 -0.6008 25.3422
H -30.9160 4.9613 26.8564
O -32.4149 0.1888 27.1555
O -23.5149 1.2024 26.8529
H -29.4436 1.0399 29.4975
H -24.2296 1.8119 32.1513

=====

Entry 8:
33
Properties=species:S:1:pos:R:3 method="wB97M-V/def2-TZVPD" orbital_gap_ev=9.369 lumo_ha=-0.010 spin_multiplicity=1 smiles=O.O.O.O.O.O.O.O.O.O.O total_charge=0
H 2.6320 -2.8198 -0.3256
O -3.5892 0.1686 2.5571
H -2.3947 -3.4171 -0.5595
H 3.1281 -0.4115 -0.7087
H 1.8341 3.2068 0.7920
O 1.9107 2.7675 1.7170
H 2.7368 1.2866 0.3562
O 0.4518 -0.0711 -1.0131
H 4.5373 -0.5743 -0.2642
O -2.2478 3.7804 -1.5694
O -1.6783 -3.4261 0.1233
O 3.9638 -0.7072 -1.0758
H -3.0398 0.3298 -3.1382
O -1.1153 0.7200 -0.0641
H -2.6821 3.6375 -2.4310
H -2.8821 0.8597 2.5250
H 0.8106 -0.0130 -1.9157
O -3.3651 -0.4777 -2.5662
O -0.4787 -1.6151 2.5425
H 1.2129 -0.2987 -0.3741
H -0.8461 -0.0141 0.5318
O 2.1197 -2.8445 -1.2142
H -1.2254 -4.3053 -0.0415
H 1.0634 2.3117 1.6837
H -1.2110 1.4035 0.5704
H -1.3896 4.3458 -1.7538
H -4.3060 0.6348 1.9829
H 1.1758 -2.9457 -1.0680
H -0.4831 -1.8735 3.5317
H -2.6375 -1.0944 -2.4905
H 0.3368 -1.8959 2.1095
H 3.9946 1.7792 1.2456
O 3.6633 1.5733 0.3050